1.
Density functional theory data (wB97M-V/def2-TZVPD) for the molecule C5H6BrN3O2 in a non-equilibrium geometry.

Element x y z (Å)
1 C 2.2417 -0.4275 -0.1137
2 C 2.1234 0.9706 0.0639
3 C -0.0751 -0.8687 -0.0455
4 C -1.1446 -1.9310 -0.1180
5 C -1.6321 1.0628 0.2418
6 N 1.1547 -1.2667 -0.2603
7 N -0.3560 0.4289 0.0168
8 N 0.6999 1.3108 0.0801
9 O 0.4214 2.5294 -0.1416
10 O 2.9311 1.8516 0.2555
11 Br 3.9198 -1.1033 -0.4196
12 H -1.5271 -2.0261 0.8809
13 H -1.9892 -1.5106 -0.8365
14 H -0.7740 -2.9887 -0.3134
15 H -1.7582 2.0836 -0.2362
16 H -2.3950 0.6052 -0.2990
17 H -1.8407 1.2797 1.2450

Results
DFT total energy in Eh: -3082.74283
Strongest force on any atom in eV Å⁻¹: 3.00
Orbital gap (spin up / spin down) in eV: 7.41 / 7.35
Molecular weight in g mol⁻¹: 220.0
LUMO energy (spin up / spin down) in eV: -1.08 / -0.62
Energy above the lowest of the compared OMol25 structures with the same formula, charge and spin in kcal/mol: 93.5
HOMO energy (spin up / spin down) in eV: -8.50 / -7.97

***

2.
Density functional theory data (wB97M-V/def2-TZVPD) for the molecule C5H6BrNO2 in a non-equilibrium geometry.

Element x y z (Å)
1 C -1.0190 -1.2883 0.0756
2 C -1.8629 -0.2117 -0.0818
3 C 0.3716 -0.9262 0.1295
4 C -1.4369 0.9118 -0.7737
5 C 2.1003 0.8409 -0.1544
6 N 0.7250 0.2943 -0.0723
7 O 1.2516 -1.9129 0.4578
8 O -1.4477 2.1687 -0.5456
9 Br -3.7559 -0.3039 0.0690
10 H -1.4156 -2.2816 0.3948
11 H 2.3463 0.9958 0.8176
12 H 2.7422 0.2826 -0.7738
13 H 1.9192 1.8711 -0.6310
14 H 0.8916 -2.8537 0.6814
15 H -1.4099 2.4132 0.4069

Results
DFT total energy in Eh: -2973.21958
Strongest force on any atom in eV Å⁻¹: 4.92
Orbital gap in eV: 7.82
Molecular weight in g mol⁻¹: 192.0
LUMO energy in eV: 0.14
Energy above the lowest of the compared OMol25 structures with the same formula, charge and spin in kcal/mol: 57.4
HOMO energy in eV: -7.68

***

3.
Density functional theory data (wB97M-V/def2-TZVPD) for a structure of composition C5H6Cl2CoLuO4 in a non-equilibrium geometry.

Element x y z (Å)
1 Lu 1.8464 1.6164 0.4297
2 Co 0.3130 -0.6423 -1.0063
3 Cl 1.5278 1.9157 2.8065
4 Cl 2.4769 -0.7814 -0.3928
5 C 0.5204 0.4325 -2.3976
6 C 2.7099 3.8577 0.8333
7 C 3.8843 2.1693 -0.6221
8 O 0.4479 0.7842 -3.5122
9 O 3.2249 4.8722 1.0281
10 O 4.8525 2.4730 -1.1807
11 C -2.9178 -2.2895 1.0585
12 C -2.2297 -1.8963 -0.2234
13 O -1.3090 -0.8330 0.0000
14 H -2.2099 -2.4235 1.8781
15 H -3.4234 -3.2365 0.9030
16 H -3.6820 -1.5632 1.3467
17 H -1.6155 -2.6809 -0.6599
18 H -2.8961 -1.5555 -1.0111
19 H -1.5207 -0.2185 0.7219

Results
Spin multiplicity: 5
DFT total energy in Eh: -4031.77658
Strongest force on any atom in eV Å⁻¹: 11.84
Orbital gap (spin up / spin down) in eV: 6.49 / 2.80
Molecular weight in g mol⁻¹: 434.9
<S²>: 6.02
LUMO energy (spin up / spin down) in eV: -18.19 / -21.82
Net charge: +4
HOMO energy (spin up / spin down) in eV: -24.68 / -24.62

***

4.
Density functional theory data (wB97M-V/def2-TZVPD) for a structure of composition C5H6Cl2EuLuO4S in a non-equilibrium geometry.

Element x y z (Å)
1 Lu 1.3116 4.8411 -1.2897
2 Eu 0.7070 -0.1086 -0.2598
3 Cl -0.1003 3.6334 -2.8141
4 Cl 1.1254 0.1490 2.2134
5 C 1.9107 -2.1784 0.6202
6 C 1.2858 6.7379 -2.6072
7 C 3.0183 6.5211 -0.9784
8 O 2.5370 -2.8771 1.3064
9 O 1.5883 7.7285 -3.1242
10 O 3.6249 7.5025 -1.1733
11 C -2.6787 -3.5751 -0.0306
12 S -1.9531 -2.2259 0.9161
13 C -0.7939 -3.1738 1.8845
14 O -1.1908 -1.4571 -0.2025
15 H -3.2881 -4.2487 0.5512
16 H -1.9361 -4.1093 -0.6553
17 H -3.3430 -3.1172 -0.7560
18 H -0.2135 -3.9294 1.3553
19 H -0.1608 -2.4840 2.4132
20 H -1.4509 -3.6289 2.6307

Results
Spin multiplicity: 7
DFT total energy in Eh: -3757.79965
Strongest force on any atom in eV Å⁻¹: 8.15
Orbital gap (spin up / spin down) in eV: 5.13 / 5.66
Molecular weight in g mol⁻¹: 560.0
<S²>: 12.13
LUMO energy (spin up / spin down) in eV: -16.70 / -16.46
Net charge: +4
HOMO energy (spin up / spin down) in eV: -21.83 / -22.12

***

5.
Density functional theory data (wB97M-V/def2-TZVPD) for the molecule C5H6Cl2S in a non-equilibrium geometry.

Element x y z (Å)
1 C 0.1858 0.5503 -0.8046
2 C -0.6193 0.4507 0.4611
3 C -0.7081 -1.0918 0.8889
4 S -2.1020 -1.9553 0.0347
5 C -2.9825 -0.4450 -0.0613
6 Cl -4.5637 -0.1526 -0.4574
7 C -2.0216 0.8763 0.2809
8 Cl -2.4555 2.4930 -0.0107
9 H -0.3361 0.3117 -1.7791
10 H 0.9868 -0.0601 -0.8599
11 H 0.5383 1.5203 -0.8531
12 H -0.2939 1.1304 1.2019
13 H 0.1341 -1.7349 0.6185
14 H -0.8273 -0.9771 1.9920

Results
DFT total energy in Eh: -1512.58333
Strongest force on any atom in eV Å⁻¹: 8.27
Orbital gap (spin up / spin down) in eV: 7.67 / 7.82
Molecular weight in g mol⁻¹: 169.1
LUMO energy (spin up / spin down) in eV: 0.31 / 0.29
Energy above the lowest of the compared OMol25 structures with the same formula, charge and spin in kcal/mol: 69.4
SMILES string: C[C@@H]1CSC(Cl)=C1Cl
HOMO energy (spin up / spin down) in eV: -7.37 / -7.53

***

6.
Density functional theory data (wB97M-V/def2-TZVPD) for the ion C5H6ClN2O with charge +1 in a non-equilibrium geometry.

Element x y z (Å)
1 C -1.3213 0.8288 1.6829
2 C 0.6141 0.5582 0.4229
3 C -1.9232 -0.0055 0.8522
4 C -2.9657 -0.7494 0.2822
5 C 0.1180 -1.0428 -1.4153
6 N -0.0085 1.1397 1.4866
7 N -0.0707 -0.2211 -0.2958
8 O -3.0541 -1.4251 -0.6772
9 Cl -4.3222 -0.4203 1.4166
10 H -1.8159 1.2878 2.5301
11 H 1.6588 0.8135 0.2626
12 H 0.1717 -2.0873 -1.0968
13 H -0.7429 -0.9474 -2.0811
14 H 1.0308 -0.7753 -1.9549
15 H 0.4782 1.7788 2.1036

Results
DFT total energy in Eh: -838.72827
Strongest force on any atom in eV Å⁻¹: 4.71
Orbital gap in eV: 9.45
Molecular weight in g mol⁻¹: 145.6
LUMO energy in eV: -5.43
Net charge: +1
Energy above the lowest of the compared OMol25 structures with the same formula, charge and spin in kcal/mol: 77.3
HOMO energy in eV: -14.88

***

7.
Density functional theory data (wB97M-V/def2-TZVPD) for the molecule C5H6ClNO in a non-equilibrium geometry.

Element x y z (Å)
1 C 1.4247 0.5441 -0.5050
2 C 1.0172 0.3312 0.8595
3 C 0.7444 0.0040 -1.4595
4 C -0.1496 0.0540 1.4231
5 C -1.1931 -1.1093 -0.4883
6 N -1.2493 -0.4955 0.7660
7 O -2.2803 -0.9558 -1.3612
8 Cl -0.6276 -2.7311 -0.3309
9 H 2.2777 1.2183 -0.6340
10 H 1.8067 0.5699 1.4394
11 H 0.6755 0.0439 -2.4980
12 H -0.2273 0.4047 2.3483
13 H -2.0958 -0.5248 1.3213
14 H -2.0484 -1.2495 -2.1698

Results
DFT total energy in Eh: -784.12720
Strongest force on any atom in eV Å⁻¹: 6.34
Orbital gap in eV: 8.16
Molecular weight in g mol⁻¹: 131.6
LUMO energy in eV: 0.39
Energy above the lowest of the compared OMol25 structures with the same formula, charge and spin in kcal/mol: 122.1
HOMO energy in eV: -7.76

***

8.
Density functional theory data (wB97M-V/def2-TZVPD) for the molecule C5H6ClNO2S in a non-equilibrium geometry.

Element x y z (Å)
1 C 1.4938 -0.2729 -1.1049
2 C 0.4477 0.6870 0.7818
3 C 1.9407 1.0744 0.7096
4 C 2.4287 0.6124 -0.4082
5 C -0.8170 -1.0010 -0.8151
6 N 0.2948 -0.1744 -0.4670
7 O 1.7343 -0.9473 -2.0929
8 O 4.1649 2.1124 -1.7453
9 S 4.2171 0.8128 -1.1819
10 Cl 6.4343 0.9378 -0.1281
11 H 0.2899 0.1089 1.7512
12 H -0.1955 1.4504 0.8556
13 H 2.4452 1.5668 1.5336
14 H -1.7302 -0.9986 -0.1802
15 H -1.1295 -0.7188 -1.7923
16 H -0.5842 -1.9890 -0.6457

Results
DFT total energy in Eh: -1257.63088
Strongest force on any atom in eV Å⁻¹: 5.57
Orbital gap (spin up / spin down) in eV: 7.68 / 7.67
Molecular weight in g mol⁻¹: 179.6
LUMO energy (spin up / spin down) in eV: -2.10 / -2.11
Energy above the lowest of the compared OMol25 structures with the same formula, charge and spin in kcal/mol: 42.3
HOMO energy (spin up / spin down) in eV: -9.78 / -9.78

***

9.
Density functional theory data (wB97M-V/def2-TZVPD) for a structure of composition C5H6CuLi2O4 in a non-equilibrium geometry.

Element x y z (Å)
1 O 0.0678 2.0887 0.6996
2 C -0.4784 1.0305 1.0779
3 O -1.7335 0.9862 0.7620
4 Cu -1.7025 0.8367 -1.1482
5 Li -2.5131 -0.3609 2.0440
6 O -0.2475 -0.1796 -1.6779
7 Li 1.6140 2.7573 -0.1007
8 C 0.7497 -0.3029 -0.9142
9 O 1.6365 -1.1459 -1.3790
10 C 2.8884 -1.3513 -0.7278
11 H 3.2528 -2.3259 -1.0637
12 H 3.6089 -0.5817 -1.0290
13 H 2.7962 -1.3541 0.3635
14 C 0.3526 -0.2268 1.0794
15 C -0.2860 -1.4747 1.5124
16 H 1.2783 -0.0537 1.6376
17 H 0.3056 -2.0303 2.2479
18 H -0.5718 -2.1384 0.6833

Results
Spin multiplicity: 2
DFT total energy in Eh: -2149.97724
Strongest force on any atom in eV Å⁻¹: 5.19
Orbital gap (spin up / spin down) in eV: 8.05 / 6.90
Molecular weight in g mol⁻¹: 207.5
<S²>: 0.77
LUMO energy (spin up / spin down) in eV: -8.65 / -9.82
Net charge: +2
Energy above the lowest of the compared OMol25 structures with the same formula, charge and spin in kcal/mol: 11.5
HOMO energy (spin up / spin down) in eV: -16.70 / -16.72

***

10.
Density functional theory data (wB97M-V/def2-TZVPD) for a structure of composition C5H6CuO2 in a non-equilibrium geometry.

Element x y z (Å)
1 C 1.2829 1.4184 2.4285
2 C 1.5052 0.4939 1.4919
3 C 1.3973 -0.2860 0.4407
4 H 0.8150 1.1338 3.3756
5 H 1.8936 2.3256 2.4447
6 H 2.1520 -1.0640 0.2751
7 C 0.3318 -0.1340 -0.6431
8 O 0.8823 0.2390 -1.8419
9 Cu 2.5990 1.0309 -2.5102
10 H -0.4241 0.5954 -0.2725
11 H -0.2015 -1.1101 -0.7138
12 O -2.2583 3.2641 2.1843
13 C -1.2752 3.1280 1.5439
14 H -1.2316 3.1173 0.4228

Results
Spin multiplicity: 2
DFT total energy in Eh: -1984.84383
Strongest force on any atom in eV Å⁻¹: 2.30
Orbital gap (spin up / spin down) in eV: 6.33 / 6.87
Molecular weight in g mol⁻¹: 161.6
<S²>: 0.75
LUMO energy (spin up / spin down) in eV: -1.64 / -1.64
Energy above the lowest of the compared OMol25 structures with the same formula, charge and spin in kcal/mol: 23.1
HOMO energy (spin up / spin down) in eV: -7.97 / -8.51

***

11.
Density functional theory data (wB97M-V/def2-TZVPD) for a structure of composition C5H6DyLiO4 in a non-equilibrium geometry.

Element x y z (Å)
1 O -1.7484 -2.0466 -0.7361
2 C -1.1248 -1.4829 0.1499
3 O -1.5237 -1.0119 1.2295
4 O 0.2220 -1.2005 -0.2079
5 C 1.0221 -0.5720 0.6325
6 C 1.9531 0.3747 0.2376
7 Li -3.4731 -2.5074 -1.1407
8 H 0.7698 -0.6816 1.6935
9 H 2.3213 0.2862 -0.7875
10 H 2.7454 0.4776 0.9917
11 Dy -2.6637 0.7387 2.5098
12 C 1.1575 2.3985 0.2723
13 C 0.9046 2.9609 1.5914
14 O -0.1590 2.7824 2.1903
15 H 0.2512 2.2393 -0.3192
16 H 1.7992 3.2296 2.1838
17 H 1.9308 2.9317 -0.2909

Results
Spin multiplicity: 7
DFT total energy in Eh: -1386.54118
Strongest force on any atom in eV Å⁻¹: 3.87
Orbital gap (spin up / spin down) in eV: 8.03 / 8.08
Molecular weight in g mol⁻¹: 299.5
<S²>: 12.01
LUMO energy (spin up / spin down) in eV: -13.16 / -13.18
Net charge: +3
Energy above the lowest of the compared OMol25 structures with the same formula, charge and spin in kcal/mol: 0.0
HOMO energy (spin up / spin down) in eV: -21.20 / -21.25

***

12.
Density functional theory data (wB97M-V/def2-TZVPD) for the molecule C5H6F2O in a non-equilibrium geometry.

Element x y z (Å)
1 C 0.2598 -1.6366 -0.0946
2 C -2.0043 -0.8133 0.1966
3 C 1.6183 -1.4745 -0.1599
4 C -2.2491 0.1235 -0.9446
5 C 2.4685 -0.4573 0.4784
6 O -0.8373 -1.3310 0.4682
7 F -3.0579 -1.1024 0.9655
8 F 2.3602 -2.3243 -1.0415
9 H -3.1470 -0.2208 -1.5167
10 H -1.3183 0.0426 -1.4974
11 H -2.3321 1.1750 -0.6067
12 H 1.8721 0.4807 0.6101
13 H 3.3588 -0.2355 -0.0843
14 H 2.9063 -1.0306 1.3064

Results
DFT total energy in Eh: -468.87936
Strongest force on any atom in eV Å⁻¹: 5.44
Orbital gap (spin up / spin down) in eV: 7.81 / 8.74
Molecular weight in g mol⁻¹: 120.1
LUMO energy (spin up / spin down) in eV: 0.16 / 0.63
Energy above the lowest of the compared OMol25 structures with the same formula, charge and spin in kcal/mol: 118.9
HOMO energy (spin up / spin down) in eV: -7.65 / -8.11

***

13.
Density functional theory data (wB97M-V/def2-TZVPD) for the ion C5H6F3N2 with charge +1 in a non-equilibrium geometry.

Element x y z (Å)
1 C 1.2345 -1.5287 -0.6520
2 C 0.4324 -0.5792 0.2086
3 F 1.0154 -0.3515 1.3992
4 C -1.0394 -0.8886 0.4305
5 F -1.5909 -1.9861 -0.0372
6 N -1.8349 0.0121 0.8940
7 C -1.5045 1.2908 1.0372
8 N -0.5220 1.7497 0.3309
9 C 0.2530 0.8209 -0.5015
10 F 1.4318 1.4657 -0.6153
11 H 2.3584 -1.4602 -0.4290
12 H 1.1895 -1.4168 -1.6997
13 H 0.9613 -2.4702 -0.5633
14 H -2.0251 1.9298 1.5903
15 H -0.3590 2.7637 0.1275
16 H -0.0004 0.6484 -1.5201

Results
DFT total energy in Eh: -602.91254
Strongest force on any atom in eV Å⁻¹: 4.92
Orbital gap in eV: 9.96
Molecular weight in g mol⁻¹: 151.1
LUMO energy in eV: -6.28
Net charge: +1
Energy above the lowest of the compared OMol25 structures with the same formula, charge and spin in kcal/mol: 16.2
SMILES string: C[C@]1(F)C(F)=NC=[NH+][C@H]1F
HOMO energy in eV: -16.24

***

14.
Density functional theory data (wB97M-V/def2-TZVPD) for a structure of composition C5H6F6N5O4PtS3 in a non-equilibrium geometry.

Element x y z (Å)
1 Pt -0.2635 -0.2432 -0.4859
2 C 1.2046 -0.4674 4.4092
3 C 1.8985 -0.7780 3.1366
4 N 3.1438 -1.0762 2.9826
5 N 3.3090 -1.2684 1.6265
6 C 2.1931 -1.0940 0.9365
7 S 1.8190 -1.2168 -0.7087
8 N 1.2863 -0.7889 1.8851
9 N -0.0468 -0.5501 1.5001
10 H 1.9413 -0.4554 5.2077
11 H 0.4503 -1.2220 4.6394
12 H 0.7222 0.5111 4.3664
13 H 4.2190 -1.5032 1.2608
14 H -0.3800 0.3145 1.9321
15 H -0.6292 -1.3390 1.7867
16 F -1.7799 -2.3690 -2.1119
17 C -2.8100 -1.6071 -2.4322
18 F -2.9186 -1.5148 -3.7393
19 F -3.9154 -2.0948 -1.8944
20 S -2.6744 0.1188 -1.7548
21 O -2.4466 -0.0079 -0.2824
22 O -3.7990 0.8230 -2.2404
23 N -1.2104 0.5808 -2.3356
24 S -0.8627 2.2051 -1.9908
25 O -0.4821 2.2644 -0.5956
26 O -1.7843 3.1740 -2.4646
27 C 0.6857 2.3602 -2.9914
28 F 1.5493 1.3960 -2.6988
29 F 0.3829 2.3148 -4.2729
30 F 1.1980 3.5334 -2.6700

Results
DFT total energy in Eh: -2681.62624
Strongest force on any atom in eV Å⁻¹: 1.47
Orbital gap in eV: 7.94
Molecular weight in g mol⁻¹: 605.4
LUMO energy in eV: -4.85
Net charge: +1
HOMO energy in eV: -12.78

***

15.
Density functional theory data (wB97M-V/def2-TZVPD) for the molecule C5H6FN in a non-equilibrium geometry.

Element x y z (Å)
1 N 2.2603 0.8523 1.4814
2 C 1.2337 0.6722 1.0137
3 C -0.0433 0.6921 0.2271
4 C 0.2037 0.3699 -1.3776
5 C -1.4344 -0.1048 -1.2568
6 C -1.1247 -0.4647 0.1603
7 F -0.4251 -1.6415 0.3634
8 H -0.4067 1.8070 0.1887
9 H 0.5798 1.1616 -2.2277
10 H 0.9602 -0.5272 -1.5255
11 H -2.1466 0.8421 -1.2363
12 H -1.7554 -0.9761 -2.0896
13 H -2.2386 -0.4881 0.6502

Results
DFT total energy in Eh: -348.61744
Strongest force on any atom in eV Å⁻¹: 4.31
Orbital gap in eV: 11.77
Molecular weight in g mol⁻¹: 99.1
LUMO energy in eV: 0.66
Energy above the lowest of the compared OMol25 structures with the same formula, charge and spin in kcal/mol: 72.0
SMILES string: N#C[C@H]1CC[C@H]1F
HOMO energy in eV: -11.11